Entry from the Open Molecules 2025 dataset: the molecule C7H13O2P at a distorted geometry (wB97M-V/def2-TZVPD).

As for the HOMO energy: -7.99 eV. As for the energy relative to the best compared isomer or geometry (same formula, charge and spin): 346.0 kJ/mol. The net charge is 0. Its multiplicity is 1.

Last column: natural (NBO) charge in e.
Element x y z (Å)
C  1.106  -0.442  -0.707  -0.440
C  1.562  0.687  -0.195  0.389
C  -0.349  -0.766  -0.524  -0.305
C  3.015  1.134  -0.089  -0.674
C  -0.946  -1.754  -1.444  -0.632
C  -0.403  -1.335  0.974  -0.648
C  -2.121  1.428  1.171  -1.088
O  -1.881  1.597  -1.357  -1.007
O  0.780  1.508  0.522  -0.770
P  -1.339  0.844  -0.256  2.075
H  1.625  -1.252  -1.254  0.226
H  2.900  2.246  0.283  0.239
H  3.387  1.207  -1.086  0.222
H  3.531  0.396  0.628  0.230
H  -0.509  -1.494  -2.398  0.228
H  -2.000  -1.909  -1.549  0.230
H  -0.467  -2.721  -1.116  0.219
H  -1.316  -1.586  1.396  0.201
H  0.096  -0.507  1.567  0.236
H  0.403  -2.103  1.027  0.230
H  -1.741  1.038  2.131  0.271
H  -2.133  2.520  1.271  0.302
H  -3.200  1.266  1.004  0.268


Entry from the Open Molecules 2025 dataset: a cluster of 2 separate species, C7H13O2S2 in total at a distorted geometry (wB97M-V/def2-TZVPD).

As for the HOMO energy: -3.22 eV. The net charge is -1. Its multiplicity is 1.

Last column: natural (NBO) charge in e.
Element x y z (Å)
C  0.392  -1.737  -0.336  0.685
C  2.549  0.339  0.427  -0.626
C  1.062  2.083  -0.441  -0.610
C  -2.476  -1.289  0.015  -0.679
C  0.398  -0.377  -0.542  -0.486
C  1.047  0.655  0.308  -0.265
C  -2.012  0.144  0.354  -0.238
O  0.923  -2.150  0.946  -0.786
O  -0.072  -2.636  -0.993  -0.689
S  -1.766  0.545  1.988  -0.234
S  -2.351  1.370  -0.825  0.045
H  2.776  -0.534  1.026  0.223
H  3.143  1.254  0.754  0.181
H  2.866  -0.105  -0.576  0.204
H  0.146  2.277  -1.022  0.211
H  1.960  2.037  -0.946  0.198
H  1.035  2.921  0.297  0.196
H  -2.209  -1.279  -1.020  0.227
H  -3.491  -1.147  0.314  0.211
H  -1.919  -1.961  0.527  0.238
H  0.105  -0.072  -1.533  0.200
H  0.486  0.605  1.318  0.212
H  0.550  -1.567  1.615  0.470
H  -3.143  0.624  -1.655  0.110


Entry from the Open Molecules 2025 dataset: a cluster of 2 separate species, C7H13PS in total at a distorted geometry (wB97M-V/def2-TZVPD).

As for the HOMO energy: -7.99 eV. As for the energy relative to the best compared isomer or geometry (same formula, charge and spin): 272.4 kJ/mol. Its SMILES is C=C(C)C(=C)C.CP=S. The net charge is 0. Its multiplicity is 1.

Last column: natural (NBO) charge in e.
Element x y z (Å)
C  -2.953  0.432  -0.163  -0.397
C  -1.815  0.194  0.471  -0.013
C  -1.454  -0.084  1.926  -0.655
C  -0.646  0.207  -0.461  0.090
C  0.220  -0.823  -0.531  -0.499
C  -0.586  1.397  -1.297  -0.687
H  -3.768  0.460  0.463  0.204
H  -2.902  0.497  -1.276  0.218
H  -0.540  0.322  2.228  0.232
H  -1.190  -1.179  2.180  0.230
H  -2.264  0.320  2.605  0.226
H  0.159  -1.703  0.146  0.217
H  0.797  -1.077  -1.450  0.230
H  -1.101  1.515  -2.181  0.241
H  0.410  1.681  -1.661  0.242
H  -0.889  2.222  -0.768  0.231
C  3.181  -1.367  -0.063  -0.988
P  2.263  0.093  0.732  0.661
S  2.942  1.620  -0.230  -0.492
H  3.862  -0.896  -0.751  0.238
H  2.412  -1.989  -0.594  0.231
H  3.863  -1.841  0.675  0.239


Entry from the Open Molecules 2025 dataset: the molecule C7H14 at a distorted geometry (wB97M-V/def2-TZVPD).

As for the HOMO energy: -8.47 eV. As for the energy relative to the best compared isomer or geometry (same formula, charge and spin): 142.5 kJ/mol. Its SMILES is C/C=C(\C)CCC. The net charge is 0. Its multiplicity is 1.

Last column: natural (NBO) charge in e.
Element x y z (Å)
C  -2.093  -1.566  -1.065  -0.655
C  -0.921  -0.609  -1.044  -0.195
C  0.070  -0.660  -0.134  0.027
C  -0.127  -1.272  1.226  -0.662
C  1.398  0.007  -0.449  -0.440
C  1.526  1.530  -0.112  -0.384
C  0.346  2.148  0.743  -0.618
H  -2.841  -1.266  -0.320  0.212
H  -2.596  -1.421  -2.026  0.218
H  -1.813  -2.589  -0.856  0.217
H  -0.837  0.150  -1.821  0.193
H  0.874  -1.593  1.562  0.205
H  -0.423  -0.629  2.059  0.225
H  -0.773  -2.153  1.203  0.218
H  1.516  -0.064  -1.531  0.213
H  2.190  -0.593  -0.010  0.208
H  1.592  2.084  -1.044  0.194
H  2.405  1.740  0.500  0.199
H  -0.661  1.979  0.403  0.218
H  0.479  1.628  1.694  0.193
H  0.689  3.148  1.023  0.212